18
Properties=species:S:1:pos:R:3:forces:R:3 method="wB97M-V/def2-TZVPD" smiles="NC[C@@](O)(NC=O)OSO" e_lumo_ev=0.42 e_homo_ha=-0.342 spin_multiplicity=1 e_above_lowest_kj_mol=138.6 orbital_gap_ev=9.71
N 2.136459 -0.607994 -0.253534 1.54 -0.83 -2.19
C 0.901717 -1.366799 -0.143029 1.14 -0.80 2.31
C -0.263076 -0.405651 0.250071 -0.72 0.83 -1.24
O -0.216870 -0.230473 1.613660 -2.03 -0.69 0.91
N -0.257006 0.951375 -0.431953 0.47 -2.39 1.96
C 0.628683 1.858147 0.046911 0.73 -0.82 3.10
O 0.972323 2.872492 -0.467214 0.33 1.09 -0.99
O -1.513985 -1.010392 -0.240924 1.11 -0.31 0.49
S -2.920868 -0.409182 0.322930 0.12 0.07 -0.16
O -3.035885 0.980316 -0.517382 -0.62 -0.21 -1.14
H 2.515881 -0.275250 0.589725 0.19 0.41 1.38
H 2.947337 -1.116827 -0.728242 -1.97 0.75 0.79
H 1.002507 -2.132313 0.785800 -0.74 1.26 -2.36
H 0.810300 -1.851501 -1.110972 -0.72 -0.22 0.19
H -1.134397 -0.423817 2.018393 1.80 0.69 -1.01
H -0.296761 0.842967 -1.407630 -0.17 0.23 -1.46
H 0.972077 1.563063 1.137825 -0.54 0.65 -1.80
H -3.248430 0.761846 -1.464441 0.07 0.30 1.23

---

9
Properties=species:S:1:pos:R:3:forces:R:3 method="wB97M-V/def2-TZVPD" e_lumo_ev=4.54 charge=-1 e_homo_ha=-0.179 spin_multiplicity=1 e_above_lowest_kj_mol=128.6 orbital_gap_ev=9.42
C 0.389326 -0.176839 -0.303834 -2.88 1.43 -1.13
N 1.132780 -1.266197 -0.230133 -1.06 0.44 -0.66
N 0.978526 0.944186 0.206387 -1.81 -1.45 -1.65
N 2.269295 -0.803364 0.294918 0.19 -0.02 0.07
N 2.150912 0.480167 0.516058 1.94 0.29 1.37
N -2.053803 0.159374 -0.179538 -1.05 0.47 -0.09
O -1.010643 -0.082250 -1.046202 4.48 -0.64 0.72
H -1.829398 -0.379484 0.613454 -0.13 -0.81 1.40
H -2.026998 1.124406 0.128889 0.33 0.29 -0.04

---

17
Properties=species:S:1:pos:R:3:forces:R:3 method="wB97M-V/def2-TZVPD" smiles=C[C@]12N[C@@H]1[C@@]2(C)N e_lumo_ev="0.20 / 0.05" e_homo_ha="-0.266 / -0.244" spin_multiplicity=1 e_above_lowest_kj_mol=688.1 orbital_gap_ev="7.43 / 6.69"
C -0.062098 -1.755078 0.973839 -0.40 -0.63 0.22
C 0.062007 -0.269017 0.844379 1.47 -3.98 -0.18
N 1.061860 0.364130 1.792541 -4.05 1.37 0.81
C 1.197753 0.574061 0.349271 3.69 2.03 -2.76
C -0.061960 0.382237 -0.508554 -1.78 1.00 2.30
C -1.041139 1.525269 -0.613680 -0.19 0.27 -0.13
N 0.130534 -0.415318 -1.738056 -0.03 0.20 1.08
H 0.761295 -2.282199 0.478824 -0.09 0.21 -0.04
H -1.003401 -2.091454 0.525663 0.15 -0.02 -0.03
H -0.075728 -2.060407 2.025369 -0.01 0.13 -0.10
H 1.765228 -0.311624 2.094570 -0.23 -0.42 -0.41
H 1.532000 1.596768 0.220384 1.34 -0.36 -0.98
H -0.657814 2.293644 -1.293233 -0.08 0.01 -0.04
H -1.223972 1.992155 0.359755 0.11 -0.09 -0.14
H -2.001858 1.171820 -1.002404 0.00 0.12 -0.02
H -0.726743 -0.908726 -1.981699 0.12 0.10 0.13
H 0.344034 0.193739 -2.526968 0.00 0.05 0.30

---

78
Properties=species:S:1:pos:R:3:forces:R:3 method="wB97M-V/def2-TZVPD" smiles="CC(C)=O.CC(C)=O.CC(C)=O.CCCC#N.CCCC#N.CCCC#N.CCCC#N" e_lumo_ev=0.46 e_homo_ha=-0.343 spin_multiplicity=1 orbital_gap_ev=9.79
C -11.699759 -10.283797 -8.609312 -0.03 -1.24 -0.95
C -11.930712 -11.367105 -9.743238 1.63 1.84 1.96
C -10.877380 -12.397189 -9.816969 -0.10 -2.27 -0.13
O -12.860137 -11.316582 -10.470993 -2.00 0.01 -1.37
H -11.279440 -9.385205 -9.064600 0.07 -0.08 -0.07
H -10.982113 -10.707030 -7.898516 -0.24 0.33 0.09
H -12.647705 -10.025893 -8.145609 0.06 -0.10 0.11
H -9.882429 -11.991678 -9.652921 0.03 -0.05 0.09
H -10.912192 -13.049139 -10.734662 -0.04 0.99 0.71
H -11.156636 -13.098276 -8.983328 0.54 0.52 -0.37
C -18.532723 -16.582323 -4.711792 -0.21 -1.62 0.51
C -18.282259 -16.458507 -6.168313 0.10 -0.54 -0.77
C -18.496544 -17.667477 -7.055473 -0.42 -0.28 2.22
O -17.952110 -15.387936 -6.593697 0.24 0.82 -0.63
H -17.739231 -16.113350 -4.168600 0.34 0.51 0.34
H -18.630831 -17.623823 -4.340606 -0.05 0.55 -0.32
H -19.463057 -16.063039 -4.557458 -0.39 0.26 0.42
H -18.621530 -17.457680 -8.092186 0.52 0.11 -0.69
H -19.417313 -18.104942 -6.666443 -0.27 -0.18 -0.22
H -17.746778 -18.407088 -6.726843 0.03 0.19 -0.78
C -14.938419 -14.356399 -5.686153 -0.31 0.66 -1.36
C -13.816745 -14.768869 -6.606064 1.29 3.22 -1.30
C -13.621007 -16.212297 -6.801161 0.01 -1.62 -0.11
O -13.112223 -13.898818 -7.205008 -1.90 -2.75 1.77
H -15.776139 -15.035114 -5.733433 -0.23 -0.27 -0.29
H -15.287989 -13.350395 -5.959681 0.27 -0.27 0.30
H -14.619552 -14.384599 -4.676433 0.61 0.16 1.13
H -12.567637 -16.469115 -6.890109 0.08 0.07 -0.12
H -14.124344 -16.515939 -7.733324 0.16 0.29 0.09
H -14.073221 -16.862382 -6.024466 0.22 0.63 -0.16
C -17.240392 -12.945699 -8.345624 -1.00 0.20 0.37
C -16.294746 -12.511919 -9.437240 0.55 -1.37 0.06
C -15.975225 -11.067571 -9.326786 -0.32 1.27 0.78
C -15.309850 -10.760541 -8.062027 -0.06 0.82 0.79
N -14.837701 -10.414959 -7.067792 -0.18 -0.39 -0.50
H -17.492157 -14.007451 -8.331057 0.34 0.12 -0.09
H -18.201238 -12.415488 -8.564573 0.52 -0.24 0.59
H -16.882527 -12.672487 -7.322327 -0.34 -0.14 -0.86
H -16.753805 -12.648741 -10.394660 -0.46 -0.20 -0.70
H -15.360863 -13.122772 -9.506017 -0.56 0.57 0.44
H -16.818673 -10.347399 -9.476314 0.28 -0.83 0.42
H -15.285493 -10.798773 -10.064298 1.26 0.41 -1.34
C -18.905950 -14.549757 -11.346852 0.30 0.10 -0.60
C -18.065470 -15.489968 -12.171308 0.66 -2.65 0.18
C -16.567099 -15.262871 -12.107175 1.88 2.46 -0.45
C -15.971340 -15.533268 -10.751715 -1.08 0.23 -1.71
N -15.617257 -15.902879 -9.730241 0.35 -0.08 0.66
H -19.933023 -14.737700 -11.626086 -0.37 0.58 0.13
H -18.562906 -13.521213 -11.430508 -0.44 0.31 -0.88
H -18.793040 -14.646680 -10.298697 0.07 -0.91 1.21
H -18.368223 -15.560948 -13.226406 0.06 0.52 0.27
H -18.150314 -16.583875 -11.837843 -0.44 1.39 -0.14
H -16.291674 -14.176557 -12.481855 -0.52 -1.82 1.17
H -15.970610 -15.856472 -12.814161 -0.48 -0.26 0.19
C -11.916786 -15.707723 -0.500797 2.06 -0.83 0.33
C -10.719028 -16.415000 -1.180017 -0.01 1.34 -0.64
C -9.636002 -16.739635 -0.192306 0.45 -1.12 0.14
C -10.160409 -17.734715 0.818528 0.60 0.67 -0.36
N -10.632219 -18.492892 1.547310 0.26 0.37 -0.37
H -11.538790 -14.793712 -0.047213 -0.12 0.22 -0.13
H -12.357794 -16.276274 0.285997 -0.37 -0.65 0.53
H -12.623152 -15.516108 -1.232084 -1.61 0.70 -1.28
H -10.270451 -15.617787 -1.824879 -0.27 -0.83 0.10
H -10.900111 -17.303467 -1.803617 -0.55 0.39 0.25
H -9.294833 -15.798334 0.220855 0.05 -0.08 0.75
H -8.763524 -17.137267 -0.752143 -0.45 -0.13 0.63
C -9.972985 -14.606824 -5.235149 -0.10 1.12 -0.03
C -9.857011 -13.096456 -5.026722 1.17 -0.39 -1.20
C -8.485481 -12.747607 -4.460885 1.03 -0.73 -0.17
C -8.199788 -13.517353 -3.199026 -0.77 2.45 -1.97
N -8.006863 -14.033284 -2.207918 0.31 -1.13 1.57
H -9.193183 -14.948985 -5.880944 0.86 -0.37 -0.18
H -10.858581 -14.829379 -5.775185 -1.12 -0.24 -0.24
H -9.965915 -15.110008 -4.283541 0.08 -0.42 0.25
H -10.531110 -12.770111 -4.304257 -1.72 0.62 0.92
H -10.002943 -12.534387 -5.979049 0.01 -0.40 0.73
H -8.313210 -11.640815 -4.421726 0.02 -1.13 0.50
H -7.752568 -13.209998 -5.136284 0.12 0.58 -0.18

---

11
Properties=species:S:1:pos:R:3:forces:R:3 method="wB97M-V/def2-TZVPD" smiles=N#CC1(O)CC1 e_lumo_ev=0.82 e_homo_ha=-0.375 spin_multiplicity=1 e_above_lowest_kj_mol=183.2 orbital_gap_ev=11.03
N -1.046297 0.699317 -2.410393 1.13 0.08 0.52
C -0.312176 0.611321 -1.516262 -0.58 0.09 -0.79
C 0.137717 0.435390 -0.144333 -0.13 -0.18 -0.09
O -0.027779 1.569847 0.645995 -0.32 0.08 0.03
C -0.378271 -0.902615 0.333884 -0.21 -0.15 0.11
C 1.064137 -0.548132 0.514548 0.17 -0.02 -0.09
H -0.921901 1.908724 0.512417 0.01 0.05 0.03
H -1.164278 -0.866091 1.075073 0.36 -0.18 0.41
H -0.542364 -1.601078 -0.482187 -0.20 0.10 0.21
H 1.379575 -0.180130 1.488653 -0.05 -0.06 -0.26
H 1.811636 -1.126552 -0.017394 -0.18 0.17 -0.09

---

47
Properties=species:S:1:pos:R:3:forces:R:3 method="wB97M-V/def2-TZVPD" smiles="CC[C@@H]1Sc2ccc(S(=O)(=O)Nc3cc(OC)cc(OC)c3)cc2NC1=O" e_lumo_ev=-0.08 e_homo_ha=-0.308 spin_multiplicity=1 e_above_lowest_kj_mol=1953.9 orbital_gap_ev=8.31
C 6.595534 1.852116 0.636884 5.24 -1.83 -6.02
C 6.660773 0.334171 0.193554 -0.68 -1.19 2.11
C 5.251188 -0.454352 -0.031995 0.04 6.45 4.47
S 4.193950 0.563177 -1.270111 1.79 -0.85 1.73
C 2.783678 -0.323879 -0.954848 -3.64 -2.73 -6.11
C 1.959869 -0.786548 -2.206947 -0.56 0.00 7.94
C 0.684481 -1.269095 -2.081863 4.53 0.24 7.44
C 0.417893 -1.728901 -0.737694 -1.02 -3.69 0.44
S -1.018894 -2.996329 -0.493611 -2.58 15.99 -5.90
O -0.489568 -4.098623 -0.083211 5.20 -12.72 5.56
O -1.763317 -2.874092 -1.673723 -1.29 -0.63 -2.60
N -1.851276 -2.179806 0.585137 -1.89 -2.91 7.47
C -2.787681 -1.011551 0.601873 15.64 -1.03 -12.06
C -3.807133 -1.142766 1.210175 -9.04 12.87 -6.53
C -4.577249 0.150579 0.990374 -3.32 -0.97 0.36
O -5.836985 0.144792 1.916008 5.12 -1.13 -2.82
C -6.642749 1.193002 1.703027 -0.19 4.04 -4.37
C -4.364236 1.237154 -0.223947 -4.06 -11.48 12.28
C -3.272041 0.960675 -0.570960 14.44 -0.17 -10.56
O -2.849463 1.703717 -1.719733 0.18 3.19 -0.17
C -3.590486 3.079086 -1.987161 -0.16 -7.03 -4.72
C -2.365120 -0.055444 -0.470637 -6.64 -2.05 8.18
C 1.316080 -1.789097 0.341630 -4.49 0.54 1.03
C 2.377942 -0.948001 0.154342 2.85 0.46 2.66
N 3.174058 -0.703023 1.260274 -2.82 -1.14 7.17
C 4.438164 -0.394631 1.501122 3.18 0.77 0.55
O 4.919792 -0.178902 2.678226 -1.63 -0.88 -4.93
H 6.213270 1.994299 1.508832 -2.52 0.89 5.40
H 7.709482 2.350892 0.577923 -2.64 -1.47 0.27
H 6.074229 2.283034 -0.170785 -0.91 1.26 -0.53
H 7.020987 0.282160 -0.800271 1.40 -0.01 -0.77
H 7.313150 -0.222474 0.990741 -1.24 0.60 -1.85
H 5.271101 -1.454135 -0.201061 0.41 -2.87 -1.23
H 2.138646 -0.180604 -2.907171 2.12 3.67 -6.62
H 0.167758 -1.696685 -2.765074 -3.83 -1.81 -4.93
H -2.038922 -2.914253 1.529148 0.73 2.90 -3.54
H -4.040059 -1.512405 1.943083 -4.37 -8.17 13.36
H -7.101456 1.336267 0.577208 1.22 -0.84 2.05
H -7.494835 1.031569 2.237748 -2.22 0.00 1.94
H -6.185757 2.246682 1.844906 -0.49 -1.61 0.42
H -5.039355 1.776008 -0.172698 -10.71 9.83 -0.33
H -3.102161 3.405700 -3.008516 -1.23 -0.15 2.66
H -4.628364 2.585282 -2.092534 1.10 1.47 -1.03
H -3.746810 3.596000 -1.151568 0.70 2.90 3.22
H -1.593428 -0.139749 -1.039202 4.61 -0.53 -3.22
H 0.856096 -2.123298 1.526875 1.88 0.84 -3.98
H 2.649225 -0.927713 2.306238 1.81 0.97 -3.88

---

It is found that the F_max values, taken in the order of the records, are 0.0639, 0.0891, 0.0979, 0.0736, 0.0243, 0.3845 hartree/bohr.
It is found that the calculated total energy values, taken in the order of the records, are -927.71571, -388.26640, -305.76176, -1424.82841, -285.34481, -1979.27631 Eh.